{
  "formula": "C28H25CoF5NOS",
  "method": "ωB97M-V/def2-TZVPD",
  "symbols": ["C", "C", "C", "H", "C", "C", "H", "C", "C", "C", "H", "C", "C", "H", "H", "H", "H", "H", "H", "Co", "C", "C", "C", "H", "H", "H", "H", "H", "H", "C", "C", "H", "H", "O", "N", "C", "H", "C", "C", "H", "C", "H", "C", "H", "C", "H", "C", "H", "H", "H", "F", "C", "C", "F", "C", "F", "C", "S", "C", "F", "C", "F"],
  "coordinates": [[-1.016, -1.770, 1.926], [-1.899, -0.806, 1.416], [-1.692, -0.696, -0.008], [-2.661, -0.272, 1.979], [-0.545, -1.562, -0.322], [-0.190, -2.242, 0.888], [-0.244, -1.879, -1.315], [1.262, 1.586, 2.967], [-0.115, 1.290, 2.972], [-0.690, 1.720, 1.738], [-0.662, 0.831, 3.788], [0.416, 2.263, 0.936], [1.607, 2.171, 1.726], [-2.423, -0.354, -0.737], [0.513, -3.070, 0.964], [-1.012, -2.134, 2.951], [2.574, 2.551, 1.423], [-1.734, 1.950, 1.542], [1.943, 1.472, 3.802], [-0.001, 0.376, 0.190], [0.257, 2.819, -0.448], [1.309, 3.888, -0.734], [-1.172, 3.371, -0.595], [1.258, 4.677, 0.025], [1.139, 4.331, -1.717], [2.318, 3.471, -0.714], [-1.385, 4.094, 0.203], [-1.921, 2.569, -0.528], [-1.293, 3.846, -1.572], [0.436, 1.543, -1.373], [0.200, 1.779, -2.855], [-0.432, 0.774, -1.188], [1.447, 1.097, -1.305], [-0.066, 2.936, -3.142], [0.235, 0.786, -3.801], [-0.256, -0.585, -3.690], [0.285, 1.136, -4.756], [-1.758, -0.730, -3.422], [-2.299, -2.018, -3.290], [-1.643, -2.883, -3.418], [-3.656, -2.191, -3.011], [-4.060, -3.200, -2.885], [-4.497, -1.074, -2.904], [-5.558, -1.207, -2.682], [-3.979, 0.207, -3.118], [-4.624, 1.087, -3.079], [-2.616, 0.377, -3.402], [-2.226, 1.372, -3.624], [0.328, -1.110, -2.915], [-0.043, -1.087, -4.648], [4.412, -4.164, 5.556], [3.924, -3.411, 4.553], [4.534, -3.444, 3.297], [5.605, -4.242, 3.085], [4.026, -2.663, 2.267], [4.598, -2.733, 1.047], [2.902, -1.809, 2.432], [2.365, -0.850, 1.133], [2.310, -1.843, 3.717], [1.168, -1.149, 3.944], [2.803, -2.607, 4.763], [2.194, -2.584, 5.968]],
  "de_lowest_kj_mol": 125.8,
  "spin_multiplicity": 4,
  "lumo_ev": [2.4608, 2.4601],
  "max_force_ha_per_bohr": 0.0955,
  "homo_lumo_gap_ha": [0.212, 0.227],
  "homo_ev": [-3.30, -3.71],
  "total_charge": -1,
  "e_tot_ha": -3492.131521
}

---

{
  "formula": "C28H25N3O2OsPS2",
  "method": "ωB97M-V/def2-TZVPD",
  "symbols": ["Os", "O", "C", "C", "C", "C", "C", "C", "C", "O", "N", "N", "C", "S", "C", "C", "S", "H", "H", "H", "H", "H", "H", "H", "H", "H", "N", "C", "C", "C", "C", "C", "C", "P", "C", "C", "C", "C", "C", "C", "C", "C", "C", "C", "C", "C", "H", "H", "H", "H", "H", "H", "H", "H", "H", "H", "H", "H", "H", "H", "H", "H"],
  "coordinates": [[-0.664, 0.737, 0.227], [3.891, 0.245, -0.266], [4.177, 1.586, -0.505], [5.550, 1.891, -0.605], [5.859, 3.228, -0.852], [4.891, 4.197, -0.939], [3.551, 3.860, -0.791], [3.155, 2.523, -0.473], [1.722, 2.166, -0.276], [1.400, 0.954, 0.091], [0.855, 3.145, -0.470], [-0.414, 2.753, -0.250], [-1.377, 3.706, -0.215], [-3.017, 3.577, -0.744], [-3.538, 5.328, -0.393], [-2.442, 6.154, 0.192], [-0.856, 5.305, 0.296], [2.928, 0.188, -0.042], [6.237, 1.089, -0.466], [6.857, 3.596, -0.987], [5.145, 5.271, -1.073], [2.774, 4.635, -0.899], [-4.409, 5.251, 0.280], [-3.908, 5.824, -1.279], [-2.726, 6.546, 1.181], [-2.210, 7.007, -0.415], [-2.739, 0.597, 0.198], [-3.349, -0.779, 0.180], [-4.720, -0.929, 0.066], [-5.266, -2.298, 0.017], [-4.385, -3.375, -0.044], [-2.990, -3.178, 0.106], [-2.468, -1.879, 0.139], [-0.693, -1.568, 0.361], [-0.031, -2.503, 1.716], [0.474, -1.752, 2.823], [1.050, -2.449, 3.916], [1.015, -3.861, 3.888], [0.594, -4.555, 2.766], [0.147, -3.884, 1.654], [0.200, -2.249, -1.035], [-0.508, -2.666, -2.180], [0.206, -3.391, -3.146], [1.582, -3.544, -3.038], [2.276, -3.036, -1.959], [1.589, -2.396, -0.915], [-3.064, 1.209, -0.598], [-3.062, 1.095, 1.048], [-5.414, -0.083, 0.173], [-6.297, -2.523, -0.097], [-4.828, -4.354, -0.052], [-2.328, -4.059, 0.154], [0.401, -0.678, 2.763], [1.539, -1.915, 4.708], [1.302, -4.430, 4.752], [0.692, -5.618, 2.715], [-0.085, -4.410, 0.709], [-1.580, -2.510, -2.258], [-0.334, -3.753, -4.004], [2.120, -4.093, -3.818], [3.354, -3.073, -1.926], [2.171, -1.869, -0.110]],
  "spin_multiplicity": 5,
  "lumo_ev": [-9.2710, -11.9963],
  "max_force_ha_per_bohr": 0.0972,
  "homo_lumo_gap_ha": [0.260, 0.159],
  "homo_ev": [-16.35, -16.32],
  "total_charge": 3,
  "e_tot_ha": -2624.057400
}

---

{
  "formula": "C28H25N5O2SV",
  "method": "ωB97M-V/def2-TZVPD",
  "symbols": ["V", "N", "C", "N", "C", "N", "N", "C", "C", "C", "C", "C", "C", "N", "C", "C", "C", "C", "C", "C", "H", "H", "H", "H", "H", "H", "H", "H", "H", "H", "H", "O", "O", "S", "C", "C", "C", "C", "C", "C", "C", "C", "C", "C", "C", "C", "C", "C", "H", "H", "H", "H", "H", "H", "H", "H", "H", "H", "H", "H", "H", "H"],
  "coordinates": [[-0.924, -1.220, -1.194], [1.460, -4.591, -2.715], [0.634, -3.538, -2.577], [0.237, -3.082, -1.442], [0.675, -3.683, -0.248], [0.214, -3.225, 0.874], [-0.626, -2.177, 0.646], [-1.375, -1.721, 1.673], [-2.425, -0.879, 1.299], [-3.313, -0.245, 2.213], [-4.342, 0.513, 1.749], [-4.525, 0.658, 0.346], [-3.646, 0.039, -0.494], [-2.604, -0.718, -0.072], [1.602, -4.807, -0.329], [2.111, -5.461, 0.792], [2.972, -6.532, 0.650], [3.340, -6.970, -0.620], [2.845, -6.337, -1.745], [1.980, -5.260, -1.595], [1.721, -4.892, -3.638], [0.279, -3.036, -3.472], [-1.238, -2.070, 2.690], [-3.146, -0.375, 3.275], [-5.019, 0.997, 2.441], [-5.340, 1.240, -0.060], [-3.746, 0.128, -1.570], [1.809, -5.107, 1.768], [3.360, -7.033, 1.527], [4.014, -7.810, -0.732], [3.124, -6.672, -2.737], [-0.951, -1.086, -2.826], [0.027, 0.450, -0.357], [1.408, 0.532, 0.241], [2.189, 1.989, -0.578], [1.214, 2.897, -1.275], [1.044, 4.208, -0.848], [0.147, 5.048, -1.491], [-0.596, 4.576, -2.563], [-0.431, 3.268, -2.995], [0.474, 2.433, -2.361], [1.090, 1.130, 1.924], [0.389, 2.448, 2.025], [1.065, 3.548, 2.548], [0.440, 4.782, 2.642], [-0.868, 4.927, 2.202], [-1.551, 3.833, 1.689], [-0.934, 2.595, 1.608], [2.883, 1.541, -1.289], [2.767, 2.513, 0.184], [1.606, 4.574, 0.002], [0.024, 6.066, -1.146], [-1.305, 5.226, -3.060], [-1.014, 2.884, -3.822], [0.569, 1.408, -2.701], [2.060, 1.135, 2.426], [0.491, 0.309, 2.329], [2.088, 3.435, 2.892], [0.973, 5.627, 3.058], [-1.359, 5.890, 2.270], [-2.574, 3.937, 1.352], [-1.474, 1.743, 1.216]],
  "de_lowest_kj_mol": 28.5,
  "spin_multiplicity": 2,
  "lumo_ev": [0.3004, 0.2540],
  "max_force_ha_per_bohr": 0.0216,
  "homo_lumo_gap_ha": [0.198, 0.199],
  "homo_ev": [-5.10, -5.17],
  "e_tot_ha": -2848.454130
}

---

{
  "formula": "C28H25N7NiS2",
  "method": "ωB97M-V/def2-TZVPD",
  "symbols": ["Ni", "C", "C", "N", "N", "C", "N", "S", "C", "C", "C", "C", "C", "N", "H", "H", "H", "H", "H", "H", "H", "H", "H", "H", "C", "C", "C", "C", "C", "C", "C", "C", "C", "C", "C", "C", "C", "C", "C", "N", "H", "H", "H", "H", "H", "H", "H", "H", "H", "H", "C", "C", "C", "C", "N", "C", "S", "N", "H", "H", "H", "H", "H"],
  "coordinates": [[-0.363, -0.455, 0.180], [-3.889, -2.977, -0.137], [-2.547, -2.293, 0.059], [-2.390, -0.996, 0.219], [-3.421, -0.237, -0.332], [-4.129, 0.638, 0.389], [-4.870, 1.501, -0.359], [-3.947, 0.919, 2.046], [-1.396, -3.149, 0.212], [-1.420, -4.532, 0.088], [-0.187, -5.147, 0.226], [0.976, -4.408, 0.450], [0.945, -3.036, 0.569], [-0.201, -2.400, 0.415], [-4.690, -2.197, -0.065], [-4.117, -3.736, 0.653], [-3.971, -3.436, -1.124], [-3.515, -0.325, -1.349], [-5.100, 1.331, -1.330], [-5.321, 2.256, 0.167], [-2.351, -5.111, -0.146], [-0.110, -6.203, 0.157], [1.951, -4.843, 0.573], [1.798, -2.437, 0.823], [-0.055, -0.581, 4.463], [1.328, -0.309, 4.620], [2.091, 0.078, 3.547], [1.482, 0.191, 2.297], [0.128, -0.108, 2.095], [-0.646, -0.325, 3.214], [2.252, 0.572, 1.060], [3.358, 1.452, 1.062], [4.019, 1.745, -0.113], [3.736, 1.010, -1.272], [4.497, 1.117, -2.486], [4.129, 0.378, -3.592], [2.985, -0.461, -3.480], [2.250, -0.611, -2.320], [2.505, 0.170, -1.211], [1.801, -0.025, -0.074], [-0.749, -0.872, 5.264], [1.747, -0.409, 5.620], [3.151, 0.224, 3.668], [-1.700, -0.458, 3.095], [3.704, 1.820, 2.037], [4.843, 2.468, -0.170], [5.367, 1.780, -2.489], [4.730, 0.326, -4.504], [2.644, -1.026, -4.384], [1.424, -1.330, -2.299], [-0.479, 5.133, -2.320], [-0.675, 3.854, -1.584], [-0.786, 3.819, -0.201], [-0.765, 2.551, 0.402], [-0.747, 1.423, -0.304], [-0.794, 1.544, -1.641], [-0.867, 0.085, -2.539], [-0.793, 2.715, -2.276], [0.503, 5.514, -2.090], [-1.237, 5.849, -2.023], [-0.558, 4.831, -3.367], [-0.761, 4.710, 0.433], [-0.796, 2.427, 1.478]],
  "de_lowest_kj_mol": 0.0,
  "spin_multiplicity": 3,
  "lumo_ev": [-1.0738, -1.0546],
  "max_force_ha_per_bohr": 0.0600,
  "homo_lumo_gap_ha": [0.203, 0.222],
  "homo_ev": [-6.61, -7.11],
  "e_tot_ha": -3769.961555
}